# 1
Molecular formula: C39H42FLiN8O4S
Method: DFT, the ωB97M-V functional and the def2-TZVPD basis

Computed properties:
Frontier orbital gap = 6.04 eV
E_HOMO = -7.00 eV
LUMO energy = -0.035 Eh

Structure (ORCA input):
```
! RIJCOSX wB97M-V def2-TZVPD def2/J DEFGRID3
* xyz 0 1
Li -28.24055 -1.69137 1.64065
N -31.08378 -0.27018 1.86869
C -30.94985 -1.45502 2.60621
C -31.89233 -1.57664 3.68387
C -32.09590 -2.82825 4.25499
C -31.32301 -3.89180 3.80247
C -30.38569 -3.66788 2.78296
N -30.15696 -2.45105 2.20803
C -30.29718 0.23039 0.86743
C -30.43275 1.56838 0.57036
C -29.58153 2.18694 -0.33792
C -28.63969 1.34270 -0.99251
C -28.62584 -0.02913 -0.65822
N -29.44655 -0.55378 0.28935
H -31.66942 0.39530 2.38412
H -32.42381 -0.73908 3.99746
H -32.72109 -2.85832 5.09939
H -31.36332 -4.87123 4.24578
H -29.75989 -4.46914 2.36736
H -31.19180 2.10058 1.11288
H -29.80747 3.20625 -0.65430
H -27.95752 1.73394 -1.72562
H -27.89160 -0.70686 -1.11260
C -27.29759 -2.58571 -4.24073
C -25.96998 -3.36839 -4.35292
N -24.93705 -2.63089 -3.58149
C -24.07931 -1.65787 -4.26295
C -23.03080 -2.39260 -4.95964
C -24.84589 -2.89057 -2.23546
S -23.68820 -2.03604 -1.25598
N -25.66164 -3.81493 -1.79796
C -26.44955 -3.64756 -0.65441
O -26.63608 -2.64135 0.00287
C -27.29618 -4.85827 -0.33124
C -26.80972 -6.16858 -0.21249
C -27.71956 -7.18491 0.08406
C -29.05607 -6.93789 0.17357
C -29.54504 -5.65345 -0.01924
C -28.67027 -4.61959 -0.19459
H -28.07429 -3.17124 -4.81603
H -27.17925 -1.58598 -4.67737
H -27.67345 -2.41517 -3.20536
H -25.68654 -3.42744 -5.39627
H -25.98682 -4.38641 -3.90499
H -23.73946 -0.94540 -3.51730
H -24.74714 -1.13185 -4.92774
H -22.52926 -3.09643 -4.26183
H -22.22708 -1.70889 -5.25429
H -23.32581 -2.98581 -5.80410
H -25.76229 -6.34438 -0.32715
H -27.34610 -8.14658 0.22054
H -29.75012 -7.74020 0.35196
H -30.60711 -5.41939 0.17406
H -28.96812 -3.60529 -0.23640
F -24.56663 -6.71352 1.78048
C -24.34938 -5.44861 2.19543
C -25.33816 -4.68090 2.70952
C -25.04725 -3.29838 2.99606
C -26.20163 -2.41681 3.25556
O -27.37939 -2.80339 3.18796
C -25.83448 -1.00511 3.34030
C -24.56479 -0.58358 3.35489
N -23.51143 -1.43693 3.09665
C -22.15305 -0.87667 2.74224
C -21.82885 0.60775 2.85983
C -21.95125 -0.03521 1.49473
C -23.78650 -2.76121 2.79647
C -22.81812 -3.57601 2.14156
C -23.15449 -4.83567 1.75791
N -22.46902 -5.33452 0.61844
C -23.38941 -5.30279 -0.48124
C -22.55401 -5.39412 -1.78350
N -21.71627 -6.65001 -1.74952
C -20.84546 -6.63542 -0.55149
C -21.68542 -6.54456 0.68562
C -26.93602 0.09161 3.54444
O -26.66177 1.07879 4.18968
O -28.00410 -0.23362 2.93088
H -26.38903 -4.97645 2.91487
H -24.25418 0.43301 3.60912
H -21.36398 -1.58085 3.11167
H -20.85753 0.80604 3.27493
H -22.63433 1.28319 3.20491
H -21.02133 -0.22619 0.96308
H -22.84722 0.15784 0.86268
H -21.93049 -3.14044 1.67691
H -23.94010 -4.39889 -0.42049
H -23.97656 -6.19923 -0.50809
H -21.80218 -4.58159 -1.84444
H -23.08916 -5.35035 -2.69651
H -21.26282 -6.77123 -2.62548
H -22.35867 -7.45693 -1.73556
H -20.13311 -5.82458 -0.74791
H -20.29797 -7.58978 -0.57052
H -21.00159 -6.27216 1.49419
H -22.23493 -7.46265 0.85306
*
```

# 2
Molecular formula: C39H42N3O4V
Method: DFT, the ωB97M-V functional and the def2-TZVPD basis

Computed properties:
Frontier orbital gap (alpha / beta) = 5.97 / 7.23 eV
E_HOMO (alpha / beta) = -3.40 / -4.66 eV
Expectation value of S² = 3.760
LUMO energy (alpha / beta) = 0.094 / 0.094 Eh

Structure (ORCA input):
```
! RIJCOSX wB97M-V def2-TZVPD def2/J DEFGRID3
* xyz -1 4
V -0.16219 -0.08553 0.13470
O 0.60831 0.15594 4.10203
C 0.32449 -0.17417 2.95539
O -0.39249 0.45365 2.10813
C 0.81186 -1.53704 2.47002
C 1.42075 -2.44229 3.31939
C 1.69615 -3.69789 2.82707
C 1.35515 -4.06103 1.51753
C 1.59799 -5.46433 1.15231
C 1.58134 -6.11161 -0.01291
C 1.32151 -5.61109 -1.39362
C 0.25268 -3.27085 -0.68876
C 0.76451 -3.07574 0.71660
N 0.54378 -1.84284 1.19914
H 1.63384 -2.14258 4.33493
H 2.15669 -4.44342 3.46658
H 1.84588 -6.07534 2.01651
H 1.80255 -7.17502 0.03622
H 0.44710 -6.13541 -1.78234
H 0.36463 -2.27974 -1.12499
C 1.22352 3.87733 -2.46288
C 0.87532 3.28708 -1.09580
C 2.01465 3.51900 -0.09950
C -0.42519 3.83773 -0.54377
C -0.54579 5.20117 -0.31160
C -1.69824 5.73034 0.24469
C -2.72299 4.87502 0.60881
C -2.65104 3.50048 0.38961
C -3.80704 2.66269 0.92652
C -4.94560 2.46166 -0.08248
C -3.41547 1.33901 1.58627
C -1.50601 2.99217 -0.24369
N -1.42605 1.61566 -0.56901
C -2.26897 1.17580 -1.44912
C -2.41977 -0.21337 -1.68441
C -3.16328 -0.90850 -2.64276
C -2.87356 -2.25838 -2.43515
C -1.97490 -2.32091 -1.35511
N -1.71417 -1.08649 -0.89404
C -1.31913 -3.53626 -0.72596
C -1.92039 -3.71706 0.68124
C 1.18604 -4.10500 -1.57874
C -1.70153 -4.78540 -1.52175
H 2.11374 3.38740 -2.86444
H 1.42424 4.95046 -2.39366
H 0.40564 3.72931 -3.17078
H 0.75332 2.21381 -1.22688
H 2.14919 4.58587 0.09707
H 2.95235 3.13141 -0.50579
H 1.81225 3.01715 0.84776
H 0.27948 5.85752 -0.56391
H -1.78386 6.79500 0.42455
H -3.60512 5.27589 1.09675
H -4.22477 3.28579 1.72420
H -4.71496 1.66309 -0.78943
H -5.14776 3.37716 -0.64228
H -5.85932 2.17306 0.44297
H -3.21833 0.55374 0.85524
H -4.23946 1.00004 2.21995
H -2.52207 1.44216 2.20086
H -2.90200 1.87703 -1.99716
H -3.80757 -0.47943 -3.39536
H -3.26320 -3.09007 -3.00126
H -1.82634 -2.80894 1.27489
H -1.44216 -4.54350 1.21518
H -2.98453 -3.94049 0.58278
H 2.17790 -3.65755 -1.45718
H 0.91150 -3.91469 -2.61986
H 2.14919 -5.95152 -2.02831
H -2.78627 -4.81829 -1.63388
H -1.40349 -5.68812 -0.98765
H -1.26289 -4.79362 -2.52044
C 4.52118 0.48559 0.42586
C 3.14948 0.42537 -0.22254
O 2.18481 0.30082 0.52764
C 3.04978 0.53179 -1.67036
C 4.14494 0.97471 -2.43467
C 4.07449 1.12666 -3.79718
C 2.87082 0.80658 -4.45156
C 1.78687 0.35579 -3.74881
C 1.82001 0.19804 -2.32942
O 0.79118 -0.23536 -1.71868
H 4.41238 0.20561 1.47072
H 4.91411 1.50375 0.37617
H 5.23126 -0.17577 -0.07073
H 5.07102 1.22345 -1.92988
H 4.92734 1.48675 -4.35739
H 2.79744 0.92432 -5.52703
H 0.85331 0.11064 -4.24100
*
```

# 3
Molecular formula: C39H42N3OS2
Method: DFT, the ωB97M-V functional and the def2-TZVPD basis

Computed properties:
Frontier orbital gap = 6.63 eV
E_HOMO = -10.59 eV
LUMO energy = -0.146 Eh
SMILES = CC1=CC(C)=C2n3c(-c4ccccc4)n[n+](-c4c(C)cc(C)cc4C)c3C(=O)[C@](C)(c3ccccc3)[C@]2(C)[C@H]1C1SCCCS1

Structure (ORCA input):
```
! RIJCOSX wB97M-V def2-TZVPD def2/J DEFGRID3
* xyz 1 1
C 1.87909 3.49778 2.96545
C 1.33626 2.57830 1.92267
C 1.90096 1.19979 1.84593
C 1.00235 0.14948 1.20804
C 1.79681 -1.15483 0.89479
C 0.35337 0.76878 0.00891
N -0.33664 -0.21512 -0.71132
C -0.98847 -1.23619 -0.06392
C -0.91299 -1.37786 1.38774
C -0.13570 -0.21631 2.11463
C 0.36327 -0.73209 3.46574
C -1.21771 0.88853 2.31999
C -2.32051 0.99653 1.47216
C -3.20782 2.07420 1.55643
C -3.04733 3.02260 2.56132
C -2.01970 2.86448 3.49211
C -1.12820 1.79161 3.39332
O -1.39322 -2.35892 1.96163
N -1.58113 -1.97685 -1.01889
C -2.28996 -3.21516 -0.95955
C -3.55704 -3.28351 -0.35397
C -4.16706 -2.10371 0.32362
C -4.25508 -4.49384 -0.42066
C -3.73458 -5.59937 -1.09602
C -4.51688 -6.87668 -1.17223
C -2.47855 -5.49350 -1.69723
C -1.74413 -4.30674 -1.65086
C -0.41101 -4.22892 -2.31447
N -1.27890 -1.46073 -2.28704
C -0.52565 -0.40471 -2.07108
C 0.15626 0.40727 -3.05988
C -0.46044 0.65823 -4.30888
C 0.12465 1.55264 -5.20075
C 1.36078 2.14262 -4.90436
C 2.02956 1.81929 -3.71490
C 1.43687 0.95057 -2.80689
C 0.04298 2.10266 -0.09612
C -0.87684 2.64614 -1.15051
C 0.48173 2.99495 0.93988
H 1.32220 4.44486 2.94137
H 1.76889 3.05293 3.96459
H 2.94270 3.73090 2.81339
H 2.25271 0.87814 2.84002
H 2.14136 -1.18266 -0.14384
H 2.68207 -1.22179 1.54210
H 1.21241 -2.06592 1.07635
H -0.48455 -1.04832 4.09066
H 1.01588 -1.59993 3.31184
H 0.92573 0.03254 4.01497
H -2.50938 0.23998 0.70614
H -4.01661 2.14770 0.82402
H -3.73406 3.86888 2.62474
H -1.89026 3.59176 4.29639
H -0.34190 1.68213 4.14481
H -5.20574 -2.33353 0.57772
H -3.63359 -1.86706 1.25207
H -4.16405 -1.21506 -0.31875
H -5.23640 -4.56280 0.05325
H -4.07159 -7.55256 -1.90542
H -4.53943 -7.39426 -0.20646
H -5.55478 -6.68410 -1.46125
H -2.05896 -6.35318 -2.22490
H -0.23513 -5.16541 -2.84865
H -0.36817 -3.40415 -3.03132
H 0.40584 -4.10311 -1.59250
H -1.41785 0.17751 -4.51892
H -0.38703 1.79720 -6.13457
H 1.82025 2.84181 -5.60455
H 3.00793 2.24775 -3.48138
H 1.95051 0.71710 -1.86854
H -1.27052 3.61862 -0.82536
H -0.34097 2.78986 -2.09809
H -1.73946 1.98525 -1.31876
H 0.09994 4.02269 0.93952
C 5.90734 2.64785 0.13720
C 5.45145 2.56035 1.59071
S 4.58049 1.00833 1.94267
C 3.09883 1.25230 0.92094
S 3.13744 2.67915 -0.16571
C 4.76723 2.53465 -0.87084
H 6.41251 3.60613 -0.00873
H 6.63032 1.84963 -0.05557
H 6.32304 2.43879 2.24493
H 4.89264 3.44320 1.92812
H 3.16643 0.45429 0.16468
H 4.78604 3.41125 -1.54280
H 4.81881 1.62889 -1.49109
*
```

One value per record, in order, for E_tot: -2755.92833 -2920.80340 -2546.97066 Ha.
One value per record, in order, for ΔE to the lowest compared entry with this formula, charge and spin: 21.5 1.6 0.0 kcal per mole.